Record 1
Below is a structure of composition C9H18FO9Rb at a distorted geometry, with properties calculated with wB97M-V/def2-TZVPD.

Output
HOMO-LUMO gap (spin up / spin down): 11.13 / 5.67 eV
Calculated total energy: -31416.8703 eV
Net charge: +1
M: 374.7 g mol⁻¹
Multiplicity: 2

Each line ends with the natural charge from an NBO analysis.
Element x y z (Å)
Rb  1.868  -1.811  0.453  0.985
F  4.682  -2.222  0.555  0.003
C  -2.790  -2.848  2.000  -0.278
O  -2.421  -1.947  3.023  -0.459
C  -1.313  -1.232  2.775  1.012
O  -0.598  -1.334  1.725  -0.740
O  -1.038  -0.434  3.851  -0.475
C  0.126  0.310  3.879  -0.266
H  -3.696  -2.502  1.503  0.199
H  -2.954  -3.824  2.457  0.209
H  -2.061  -3.106  1.232  0.206
H  0.256  0.741  2.887  0.195
H  1.044  -0.276  3.906  0.180
H  0.087  1.132  4.594  0.222
C  1.326  0.053  -3.940  -0.245
O  -0.071  0.256  -3.501  -0.498
C  -0.577  -0.471  -2.496  1.015
O  0.138  -1.119  -1.712  -0.744
O  -1.923  -0.410  -2.501  -0.488
C  -2.637  -1.255  -1.478  -0.257
H  1.436  -0.921  -4.417  0.201
H  1.881  0.164  -3.008  0.184
H  1.628  0.821  -4.652  0.219
H  -3.671  -0.954  -1.645  0.214
H  -2.325  -1.003  -0.464  0.201
H  -2.522  -2.307  -1.739  0.202
C  -0.943  2.156  0.284  -0.261
O  0.208  2.573  -0.450  -0.489
C  1.396  1.977  -0.230  1.008
O  1.663  1.059  0.528  -0.715
O  2.139  2.639  -1.032  -0.463
C  3.578  2.486  -0.876  -0.278
H  -1.794  2.718  -0.101  0.214
H  -0.847  2.394  1.343  0.189
H  -1.099  1.094  0.095  0.185
H  3.892  1.561  -1.360  0.184
H  4.005  2.628  0.117  0.213
H  3.929  3.214  -1.607  0.218

***

Record 2
Below is the molecule C9H18N2O3 at a distorted geometry, with properties calculated with wB97M-V/def2-TZVPD.

Output
HOMO-LUMO gap: 9.41 eV
Calculated total energy: -18745.9791 eV
M: 202.3 g mol⁻¹
Multiplicity: 1
Structure (SMILES): CC[C@H](C)[C@H](NC(=O)[C@H](C)N)C(=O)O

Each line ends with the natural charge from an NBO analysis.
Element x y z (Å)
C  -1.460  -1.140  1.552  -0.155
C  -2.007  0.119  0.808  0.714
C  -2.473  -1.449  2.598  -0.627
C  0.299  0.220  -0.531  -0.174
C  1.001  1.589  -0.191  0.801
C  0.637  -0.297  -1.826  -0.229
C  0.814  0.724  -3.032  -0.614
C  1.822  -1.204  -1.741  -0.402
C  1.862  -2.364  -0.647  -0.639
H  0.538  -1.312  1.918  0.378
H  -0.290  -0.218  2.946  0.386
H  -1.263  -1.975  0.852  0.206
H  -1.976  -2.095  3.302  0.209
H  -3.471  -1.813  2.306  0.223
H  -2.704  -0.433  3.122  0.222
H  -1.591  1.011  -0.848  0.390
H  0.841  -0.423  0.233  0.270
H  -0.174  -1.053  -2.151  0.219
H  -0.104  1.329  -3.231  0.222
H  1.272  0.177  -3.840  0.219
H  1.427  1.559  -2.704  0.209
H  1.994  -1.529  -2.720  0.207
H  2.726  -0.557  -1.609  0.218
H  2.089  -2.079  0.388  0.199
H  0.910  -3.042  -0.431  0.207
H  2.681  -3.090  -0.817  0.230
H  2.698  2.172  0.128  0.486
N  -0.240  -0.807  2.138  -0.854
N  -1.093  0.394  -0.286  -0.675
O  -2.810  0.893  1.225  -0.563
O  0.479  2.676  -0.031  -0.560
O  2.426  1.316  -0.162  -0.720